Entry 1:
{"formula": "C15H42ClFO12P4", "method": "ωB97M-V/def2-TZVPD", "molar_mass_g_mol": 592.8, "smiles": "CC[C@H](F)[PH3][C@@H](Cl)CC.COP(=O)(OC)OC.COP(=O)(OC)OC.COP(=O)(OC)OC", "multiplicity": 1, "homo_energy_ev": -8.26, "total_energy_ev": -93188.0082, "symbols": ["C", "C", "C", "F", "P", "C", "Cl", "C", "C", "H", "H", "H", "H", "H", "H", "H", "H", "H", "H", "H", "H", "H", "H", "H", "C", "O", "P", "O", "O", "C", "O", "C", "H", "H", "H", "H", "H", "H", "H", "H", "H", "C", "O", "P", "O", "O", "C", "O", "C", "H", "H", "H", "H", "H", "H", "H", "H", "H", "C", "O", "P", "O", "O", "C", "O", "C", "H", "H", "H", "H", "H", "H", "H", "H", "H"], "positions_angstrom": [[4.73, 0.74, 3.08], [6.17, 0.69, 2.28], [6.29, -0.81, 1.60], [7.59, -1.50, 1.91], [6.08, -0.79, -0.33], [5.95, -0.99, -2.23], [6.72, 0.50, -3.09], [6.74, -2.41, -2.62], [6.30, -3.68, -1.66], [3.95, 1.31, 2.40], [4.31, -0.33, 3.37], [4.91, 1.29, 4.12], [6.33, 1.58, 1.54], [7.03, 0.75, 3.11], [5.45, -1.57, 1.98], [5.85, 0.63, -0.36], [4.93, -1.69, -0.21], [7.45, -1.24, -0.42], [4.83, -1.07, -2.61], [7.90, -2.16, -2.44], [6.51, -2.69, -3.73], [6.76, -3.63, -0.57], [6.69, -4.66, -2.20], [5.11, -3.71, -1.53], [-0.98, -3.52, 0.67], [0.16, -3.57, 1.52], [0.85, -2.01, 1.79], [2.07, -2.42, 0.97], [1.12, -2.36, 3.38], [1.08, -3.69, 3.88], [1.54, -0.45, 2.07], [0.60, 0.50, 2.53], [-1.35, -4.54, 0.53], [-1.76, -2.92, 1.14], [-0.70, -3.10, -0.30], [1.65, -4.38, 3.26], [0.04, -4.01, 3.96], [1.51, -3.69, 4.89], [0.15, 0.17, 3.47], [-0.18, 0.64, 1.77], [1.11, 1.45, 2.69], [-0.16, 1.47, -3.01], [-1.47, 1.84, -2.65], [-1.52, 2.84, -1.24], [-2.17, 1.70, -0.46], [-2.71, 3.78, -1.89], [-3.46, 3.38, -3.02], [-1.57, 3.84, 0.17], [-0.73, 4.97, 0.07], [-0.20, 0.83, -3.90], [0.42, 2.37, -3.25], [0.32, 0.93, -2.19], [-3.83, 2.36, -2.91], [-2.85, 3.48, -3.92], [-4.32, 4.05, -3.12], [-1.02, 5.60, -0.78], [0.31, 4.66, -0.04], [-0.82, 5.56, 0.99], [-9.54, 1.00, -1.63], [-8.65, -0.01, -1.20], [-7.02, 0.56, -1.06], [-6.62, -0.30, -2.26], [-6.80, -0.31, 0.33], [-7.67, -1.35, 0.72], [-5.40, 1.12, -0.91], [-5.28, 2.28, -0.11], [-10.54, 0.58, -1.72], [-9.56, 1.81, -0.89], [-9.23, 1.39, -2.60], [-7.89, -2.03, -0.10], [-8.60, -0.92, 1.11], [-7.20, -1.92, 1.53], [-5.65, 2.08, 0.91], [-5.85, 3.10, -0.55], [-4.23, 2.57, -0.05]], "lowdin_charge": [-0.1418, -0.2398, -0.4194, -0.1928, 0.7789, -0.8560, 0.3929, -0.3230, -0.1730, 0.0746, 0.0829, 0.0811, 0.0932, 0.1198, 0.1166, 0.0068, 0.0300, 0.0350, 0.0917, 0.1072, 0.1075, 0.0737, 0.0839, 0.0871, -0.1502, -0.2937, 0.7556, -0.2843, -0.2648, -0.1197, -0.2738, -0.1569, 0.0901, 0.0812, 0.0838, 0.0928, 0.0852, 0.0927, 0.0827, 0.0705, 0.0847, -0.1485, -0.2825, 0.7585, -0.2751, -0.2703, -0.1145, -0.2545, -0.1638, 0.0933, 0.0798, 0.0816, 0.0910, 0.0870, 0.0953, 0.0812, 0.0783, 0.0910, -0.1591, -0.2984, 0.7508, -0.2625, -0.2613, -0.1218, -0.2487, -0.1609, 0.0889, 0.0770, 0.0822, 0.0923, 0.0836, 0.0916, 0.0847, 0.0803, 0.0608]}

***

Entry 2:
{"formula": "C4H8O2", "method": "ωB97M-V/def2-TZVPD", "e_above_lowest_kj_mol": 392.4, "molar_mass_g_mol": 88.1, "multiplicity": 1, "homo_energy_ev": -8.96, "total_energy_ev": -8369.2145, "symbols": ["C", "C", "O", "C", "C", "O", "H", "H", "H", "H", "H", "H", "H", "H"], "positions_angstrom": [[-1.93, -0.38, -0.86], [0.31, 0.90, -0.14], [-0.26, 1.44, 0.92], [0.86, -0.45, 0.28], [2.32, -0.17, 0.57], [3.23, -0.90, 0.26], [-2.85, 0.13, -1.12], [-1.81, -1.30, -1.44], [-1.92, -0.61, 0.21], [-1.10, 0.29, -1.13], [-0.56, 2.33, 0.66], [0.80, -1.19, -0.52], [0.40, -0.86, 1.20], [2.51, 0.78, 1.11]], "lowdin_charge": [-0.0456, -0.1384, 0.0096, -0.1959, -0.2712, 0.0643, 0.0345, 0.0379, 0.0366, -0.0231, 0.1183, 0.1203, 0.1273, 0.1254]}

***

no.,LUMO level (Eh)
1,-0.111
2,0.011